(1)
{
  "formula": "C4H8NO",
  "method": "ωB97M-V with the def2-TZVPD basis set",
  "mol_weight_g_mol": 86.1,
  "total_charge": 1,
  "orbital_gap_ev": 4.56,
  "homo_ha": -0.4250,
  "e_lumo_ev": -7.01,
  "elements": ["C", "C", "C", "C", "N", "O", "H", "H", "H", "H", "H", "H", "H", "H"],
  "xyz": [[1.863, -0.194, -0.057], [0.998, 0.654, -0.086], [2.898, -1.181, -0.024], [-2.944, 0.123, 0.345], [0.003, 1.539, -0.072], [-3.200, -1.011, -0.187], [3.217, -1.349, 1.003], [2.540, -2.118, -0.453], [3.756, -0.850, -0.611], [-3.716, 0.828, 0.637], [-1.893, 0.368, 0.459], [0.008, 2.175, 0.717], [-0.205, 1.977, -0.960], [-4.144, -1.229, -0.313]]
}

***

(2)
{
  "formula": "C2H10NO2",
  "method": "ωB97M-V with the def2-TZVPD basis set",
  "mol_weight_g_mol": 80.1,
  "total_charge": 1,
  "orbital_gap_ev": 10.90,
  "homo_ha": -0.5752,
  "e_lumo_ev": -4.75,
  "elements": ["C", "C", "N", "H", "H", "H", "H", "H", "H", "H", "H", "O", "H", "H", "O"],
  "xyz": [[0.574, -1.394, 0.039], [1.504, 0.592, -0.755], [1.731, -0.669, -0.409], [0.337, -2.117, -0.712], [-0.404, -0.983, 0.187], [0.582, -2.076, 1.019], [0.581, 1.149, -0.723], [2.442, 1.104, -0.918], [2.609, -1.199, -0.471], [-2.981, -0.198, 0.274], [-2.719, 1.012, -0.643], [-2.629, 0.670, 0.281], [-0.246, 1.996, 1.278], [-1.139, 0.877, 0.772], [-0.240, 1.235, 0.781]]
}

***

(3)
{
  "formula": "H24O12",
  "method": "ωB97M-V with the def2-TZVPD basis set",
  "mol_weight_g_mol": 216.2,
  "orbital_gap_ev": 9.73,
  "homo_ha": -0.3690,
  "e_lumo_ev": -0.31,
  "elements": ["O", "H", "H", "O", "H", "H", "O", "H", "H", "O", "H", "H", "O", "H", "H", "O", "H", "H", "O", "H", "H", "O", "H", "H", "O", "H", "H", "O", "H", "H", "O", "H", "H", "O", "H", "H"],
  "xyz": [[0.341, 0.337, -0.589], [-0.148, 0.332, 0.302], [0.961, -0.417, -0.479], [-0.608, -2.269, -0.464], [-0.664, -1.505, -1.155], [-1.225, -2.236, 0.302], [-1.163, -0.119, 1.887], [-0.378, 0.426, 2.248], [-1.877, 0.473, 2.257], [-3.206, -1.146, 1.326], [-2.309, -0.948, 1.609], [-3.528, -0.411, 1.003], [2.488, -1.977, -2.803], [2.531, -1.907, -1.885], [2.319, -2.885, -3.148], [0.905, -1.587, 3.209], [0.293, -1.459, 2.576], [0.459, -1.824, 3.984], [0.545, 1.987, -2.613], [0.432, 1.443, -1.917], [-0.237, 2.503, -2.822], [-2.498, 1.437, -0.311], [-2.057, 2.250, -0.292], [-3.448, 1.583, 0.035], [2.193, -1.739, -0.114], [2.412, -2.648, 0.031], [2.905, -1.246, 0.255], [-1.443, -0.148, -2.241], [-2.032, 0.197, -2.859], [-1.656, 0.491, -1.476], [1.990, 2.446, -0.424], [1.344, 1.767, -0.558], [2.796, 2.348, -0.847], [0.848, 2.057, 2.034], [1.574, 2.049, 2.709], [1.139, 2.344, 1.229]]
}

***

(4)
{
  "formula": "C2H10O2S2",
  "method": "ωB97M-V with the def2-TZVPD basis set",
  "mol_weight_g_mol": 130.2,
  "total_charge": 1,
  "orbital_gap_ev": [9.19, 5.11],
  "multiplicity": 2,
  "homo_ha": [-0.5234, -0.5234],
  "e_lumo_ev": [-5.06, -9.13],
  "elements": ["C", "S", "S", "C", "H", "H", "H", "H", "H", "H", "H", "H", "O", "H", "H", "O"],
  "xyz": [[2.392, -0.838, -0.389], [1.136, -0.060, -1.448], [-0.131, 0.948, -0.151], [0.701, 2.495, 0.181], [2.050, -1.568, 0.265], [2.829, -0.244, 0.451], [3.330, -1.223, -0.866], [1.117, 2.976, -0.778], [1.538, 2.299, 0.960], [-0.139, 3.239, 0.583], [-4.016, 0.034, 0.321], [-4.124, -1.421, -0.041], [-3.999, -0.856, 0.744], [-0.721, -1.895, -0.665], [-1.058, -1.521, 0.681], [-0.907, -2.367, 0.153]]
}

***

(5)
{
  "formula": "C2H3NS",
  "method": "ωB97M-V with the def2-TZVPD basis set",
  "mol_weight_g_mol": 73.1,
  "orbital_gap_ev": [6.96, 6.96],
  "homo_ha": [-0.2952, -0.2952],
  "e_lumo_ev": [-1.07, -1.07],
  "elements": ["C", "N", "C", "S", "H", "H", "H"],
  "xyz": [[1.471, 0.358, -0.071], [0.096, 0.263, -0.058], [-1.109, -0.208, -0.194], [-3.059, -0.132, -0.085], [1.760, 0.780, 0.957], [2.070, 0.167, -0.818], [-1.228, -1.229, 0.269]]
}

***

(6)
{
  "formula": "C22H29FN4OS",
  "method": "ωB97M-V with the def2-TZVPD basis set",
  "mol_weight_g_mol": 416.6,
  "orbital_gap_ev": 8.03,
  "homo_ha": -0.2701,
  "e_lumo_ev": 0.68,
  "elements": ["C", "C", "C", "C", "C", "C", "C", "N", "C", "O", "C", "N", "C", "C", "N", "C", "N", "C", "C", "C", "C", "C", "F", "C", "C", "C", "S", "C", "C", "H", "H", "H", "H", "H", "H", "H", "H", "H", "H", "H", "H", "H", "H", "H", "H", "H", "H", "H", "H", "H", "H", "H", "H", "H", "H", "H", "H", "H"],
  "xyz": [[-1.364, -2.713, -4.297], [-2.333, -1.834, -3.514], [-3.197, -2.620, -2.514], [-3.882, -1.633, -1.558], [-4.148, -0.308, -2.271], [-2.813, 0.363, -2.641], [-2.934, 1.277, -3.858], [-1.785, -0.664, -2.839], [-0.645, -0.520, -2.121], [-0.389, 0.536, -1.564], [0.310, -1.711, -2.003], [1.352, -1.562, -1.011], [0.866, -1.390, 0.348], [2.038, -1.572, 1.314], [3.090, -0.626, 1.001], [3.082, 0.564, 1.635], [2.436, 0.814, 2.719], [2.694, 2.065, 3.210], [2.028, 2.490, 4.433], [1.076, 1.648, 5.012], [0.419, 2.011, 6.171], [0.721, 3.229, 6.753], [0.082, 3.593, 7.888], [1.660, 4.085, 6.206], [2.310, 3.711, 5.047], [3.572, 2.795, 2.463], [4.110, 1.904, 1.085], [3.537, -0.744, -0.367], [2.358, -0.560, -1.327], [-1.939, -3.301, -5.010], [-0.814, -3.406, -3.669], [-0.662, -2.099, -4.855], [-3.006, -1.407, -4.267], [-2.585, -3.325, -1.949], [-3.941, -3.196, -3.067], [-4.813, -2.057, -1.182], [-3.234, -1.440, -0.700], [-4.714, 0.360, -1.622], [-4.751, -0.488, -3.164], [-2.464, 0.965, -1.796], [-3.682, 2.041, -3.667], [-3.227, 0.720, -4.746], [-1.981, 1.762, -4.049], [0.798, -1.882, -2.965], [-0.265, -2.599, -1.731], [0.106, -2.150, 0.546], [0.423, -0.395, 0.507], [1.721, -1.407, 2.343], [2.453, -2.578, 1.206], [0.864, 0.706, 4.533], [-0.318, 1.367, 6.625], [1.871, 5.026, 6.689], [3.046, 4.374, 4.620], [3.934, 3.790, 2.614], [4.316, -0.007, -0.568], [3.953, -1.749, -0.492], [2.694, -0.713, -2.355], [1.967, 0.463, -1.229]]
}

***

(7)
{
  "formula": "C2H2N2Si",
  "method": "ωB97M-V with the def2-TZVPD basis set",
  "mol_weight_g_mol": 82.1,
  "orbital_gap_ev": 12.10,
  "homo_ha": -0.4534,
  "e_lumo_ev": -0.23,
  "elements": ["N", "C", "Si", "C", "N", "H", "H"],
  "xyz": [[0.149, -2.789, 0.103], [0.398, -1.657, -0.108], [0.590, 0.217, -0.055], [-1.155, 1.092, 0.162], [-2.152, 1.655, -0.024], [0.821, 1.094, -1.229], [1.350, 0.387, 1.151]]
}

***

(8)
{
  "formula": "C14H23HfN2OP",
  "method": "ωB97M-V with the def2-TZVPD basis set",
  "mol_weight_g_mol": 444.8,
  "total_charge": 2,
  "orbital_gap_ev": [5.07, 5.07],
  "homo_ha": [-0.5865, -0.5865],
  "e_lumo_ev": [-10.89, -10.89],
  "elements": ["C", "C", "C", "C", "C", "C", "C", "C", "N", "Hf", "C", "P", "H", "H", "H", "H", "H", "H", "H", "H", "C", "C", "H", "C", "C", "H", "H", "H", "H", "H", "H", "H", "H", "H", "H", "H", "H", "H", "H", "O", "C", "N"],
  "xyz": [[-2.751, 0.199, -2.667], [-2.555, -1.021, -2.031], [-1.797, -1.066, -0.838], [-1.242, 0.101, -0.333], [-1.424, 1.320, -0.980], [-2.232, 1.379, -2.121], [-1.687, -2.410, -0.156], [-0.275, -2.950, 0.041], [0.793, -1.900, 0.294], [0.008, -0.226, 1.675], [-0.775, 2.575, -0.492], [0.815, 1.927, 0.348], [-3.002, -1.964, -2.378], [-2.418, 2.369, -2.552], [-3.333, 0.236, -3.602], [-1.360, 3.086, 0.284], [-0.591, 3.277, -1.308], [-2.221, -2.407, 0.814], [-2.192, -3.127, -0.792], [-0.245, -3.652, 0.881], [1.463, 3.432, 1.151], [1.735, 2.076, -1.249], [0.081, -3.483, -0.871], [1.331, -1.464, -1.021], [1.909, -2.536, 1.027], [-0.591, 1.354, 2.125], [1.764, -2.364, -1.498], [0.548, -1.055, -1.674], [2.109, -0.701, -0.902], [2.392, -3.258, 0.328], [2.634, -1.772, 1.335], [1.525, -3.031, 1.931], [1.757, 3.092, -1.636], [2.758, 1.745, -1.131], [1.321, 1.466, -2.043], [1.589, 4.293, 0.507], [0.803, 3.666, 1.979], [2.424, 3.132, 1.561], [1.652, 0.486, 1.385], [-0.162, -0.064, 6.042], [-0.231, -0.267, 4.875], [-0.325, -0.493, 3.692]]
}